An isolated molecule of C2H6ClN3, computed with ωB97M-V/def2-TZVPD.

Values from the calculation:
HOMO: -8.42 eV
Orbital gap: 9.15 eV
ΔE to the lowest compared entry with this formula, charge and spin: 34.1 kcal per mole
Lowest unoccupied orbital energy: 0.73 eV
E: -704.19928 hartree

CARTESIAN COORDINATES (ANGSTROEM)
1 C 0.247 0.918 -0.122
2 C -0.096 -1.494 0.051
3 N 0.355 -0.259 -0.598
4 N 0.988 1.862 -0.734
5 N -0.700 1.296 0.877
6 Cl -0.949 2.787 1.588
7 H 0.590 -2.350 -0.100
8 H -1.051 -1.966 -0.389
9 H -0.328 -1.312 1.108
10 H 1.302 1.580 -1.711
11 H 0.794 2.856 -0.579
12 H -1.029 0.520 1.566


A structure of composition C2H3FeO, computed with ωB97M-V/def2-TZVPD.

Values from the calculation:
Charge: +1
HOMO (alpha / beta): -13.76 / -13.39 eV
Orbital gap (alpha / beta): 6.86 / 6.01 eV
ΔE to the lowest compared entry with this formula, charge and spin: 0.0 kcal per mole
Lowest unoccupied orbital energy (alpha / beta): -6.90 / -7.38 eV
E: -1416.56363 hartree
Spin multiplicity: 5

CARTESIAN COORDINATES (ANGSTROEM)
1 H -1.097 1.135 0.053
2 O -0.870 -0.802 0.705
3 C -0.364 0.325 0.234
4 C 0.865 0.518 -0.277
5 H 1.161 1.514 -0.607
6 H 1.610 -0.282 -0.285
7 Fe -1.304 -2.409 0.177


A structure of composition C19H21BBr2CsF13KMgO10S2, computed with ωB97M-V/def2-TZVPD.

Values from the calculation:
Charge: -1
HOMO: -2.68 eV
Orbital gap: 1.53 eV
Lowest unoccupied orbital energy: -1.15 eV
E: -9576.41319 hartree

CARTESIAN COORDINATES (ANGSTROEM)
1 C -1.132 2.087 5.770
2 C -0.422 1.638 4.919
3 C 0.234 0.894 3.850
4 C -0.744 0.492 2.695
5 S 0.359 -0.431 1.578
6 O 0.698 -1.686 2.180
7 O -0.080 -0.584 0.206
8 C 1.990 0.459 1.360
9 F 2.723 0.429 2.443
10 F 2.629 -0.364 0.428
11 C 1.914 1.907 0.750
12 F 0.934 2.059 -0.254
13 F 1.700 2.818 1.642
14 C 3.306 2.298 0.070
15 F 3.344 3.610 -0.026
16 F 3.448 1.821 -1.237
17 F 4.335 1.915 0.790
18 O -1.148 1.682 2.059
19 S -2.691 2.067 2.364
20 O -2.831 3.267 3.097
21 O -3.458 2.119 1.158
22 O -3.025 0.763 3.235
23 C -1.991 -0.213 3.333
24 C -2.647 -1.429 2.633
25 C -3.036 -1.206 1.166
26 F -1.916 -2.588 2.803
27 H -1.780 2.545 6.474
28 H 0.706 0.010 4.293
29 H 1.042 1.541 3.495
30 H -1.792 -0.579 4.340
31 H -3.600 -1.608 3.154
32 H -2.475 -1.942 0.584
33 H -4.091 -1.417 1.007
34 H -2.750 -0.225 0.808
35 F -1.639 0.311 -1.098
36 Mg 1.755 0.569 -1.604
37 C -2.049 -4.675 -2.819
38 C -2.958 -4.111 -1.737
39 C -4.335 -4.756 -1.776
40 O -3.078 -2.697 -1.894
41 H -2.468 -4.476 -3.811
42 H -1.069 -4.198 -2.779
43 H -1.918 -5.752 -2.707
44 H -2.505 -4.275 -0.758
45 H -4.823 -4.561 -2.736
46 H -4.974 -4.337 -0.998
47 H -4.273 -5.836 -1.632
48 H -3.476 -2.520 -2.752
49 Br -3.964 0.325 6.283
50 C 4.826 1.468 -5.999
51 C 3.634 1.154 -5.449
52 C 2.723 0.237 -6.092
53 O 1.606 -0.064 -5.608
54 C 3.148 -0.333 -7.341
55 C 4.331 -0.039 -7.924
56 C 5.262 0.894 -7.281
57 O 6.348 1.172 -7.791
58 H 5.517 2.153 -5.524
59 H 3.298 1.568 -4.506
60 H 2.439 -1.012 -7.767
61 H 4.645 -0.465 -8.870
62 O -0.136 4.439 2.111
63 H -1.041 4.126 2.039
64 K 0.680 -1.419 -8.588
65 Cs -5.898 0.388 4.747
66 Br -3.086 0.123 -2.193
67 B 3.093 2.905 6.347
68 F 4.499 2.860 6.482
69 F 2.750 2.563 5.014
70 F 2.508 1.967 7.225
71 F 2.630 4.192 6.647


- Among the records above, which one has the lowest E?
  C19H21BBr2CsF13KMgO10S2


- What is the E in the first record?
  -704.19928 hartree


Copy entry 1 word for word.
An isolated molecule of C2H6ClN3, computed with ωB97M-V/def2-TZVPD.

Values from the calculation:
HOMO: -8.42 eV
Orbital gap: 9.15 eV
ΔE to the lowest compared entry with this formula, charge and spin: 34.1 kcal per mole
Lowest unoccupied orbital energy: 0.73 eV
E: -704.19928 hartree

CARTESIAN COORDINATES (ANGSTROEM)
1 C 0.247 0.918 -0.122
2 C -0.096 -1.494 0.051
3 N 0.355 -0.259 -0.598
4 N 0.988 1.862 -0.734
5 N -0.700 1.296 0.877
6 Cl -0.949 2.787 1.588
7 H 0.590 -2.350 -0.100
8 H -1.051 -1.966 -0.389
9 H -0.328 -1.312 1.108
10 H 1.302 1.580 -1.711
11 H 0.794 2.856 -0.579
12 H -1.029 0.520 1.566


Repeat the first record exactly.
An isolated molecule of C2H6ClN3, computed with ωB97M-V/def2-TZVPD.

Values from the calculation:
HOMO: -8.42 eV
Orbital gap: 9.15 eV
ΔE to the lowest compared entry with this formula, charge and spin: 34.1 kcal per mole
Lowest unoccupied orbital energy: 0.73 eV
E: -704.19928 hartree

CARTESIAN COORDINATES (ANGSTROEM)
1 C 0.247 0.918 -0.122
2 C -0.096 -1.494 0.051
3 N 0.355 -0.259 -0.598
4 N 0.988 1.862 -0.734
5 N -0.700 1.296 0.877
6 Cl -0.949 2.787 1.588
7 H 0.590 -2.350 -0.100
8 H -1.051 -1.966 -0.389
9 H -0.328 -1.312 1.108
10 H 1.302 1.580 -1.711
11 H 0.794 2.856 -0.579
12 H -1.029 0.520 1.566